1.
29
Properties=species:S:1:pos:R:3:forces:R:3:mulliken_charge:R:1 method="wB97M-V/def2-TZVPD" s2=0.754 e_homo_ev="-16.140 / -17.216" homo_lumo_gap_ev="7.57 / 8.63" multiplicity=2 de_lowest_kcal_mol=4.3 total_charge=+2
H -3.51613 2.14146 0.30814 0.2757 -0.4761 -0.3555 0.398
H 0.36698 1.34730 -3.52631 0.0345 0.0786 0.2919 0.335
C 1.79313 -1.39407 -0.89223 1.2904 0.2207 -0.0884 -0.537
H -3.57330 0.48997 0.97816 0.2007 0.2661 -0.3170 0.296
H 2.57247 0.04961 -2.26071 -0.2561 -0.0768 0.0812 0.438
H -0.42035 -3.43559 0.51883 0.3951 0.2408 0.0132 0.365
H -1.19096 2.43310 0.99450 -0.1123 -0.1442 0.1023 0.374
H 0.63136 1.34164 2.43098 0.0080 -0.2328 -0.1743 0.452
C 1.61430 -0.44503 -2.04864 0.8048 -0.6306 -0.4985 -0.561
O 0.48832 -1.80595 -0.44174 0.5193 -1.0220 -0.5758 -0.250
H -2.09390 1.75624 2.39612 0.0436 -0.1044 -0.3381 0.454
O -0.88247 0.42288 1.34896 -0.8827 0.8313 2.6612 -0.278
H -0.15920 -1.62846 2.78733 0.5698 -0.0623 -0.4930 0.356
H 2.36259 -2.27738 -1.20591 -0.2095 0.1653 0.1177 0.488
C -2.92578 1.21503 0.44413 -1.0122 0.4305 2.0673 -0.451
H -0.27927 2.26772 -2.12568 0.1715 -0.0971 -0.1411 0.328
C -1.76381 1.56985 1.36561 -0.4028 0.9305 0.3066 -0.532
C 0.57050 -0.81750 2.71006 -1.0383 1.7448 0.6375 -0.983
O 0.64257 0.51608 -1.64402 2.5872 0.8165 -1.1870 -0.334
H 2.29500 -0.89490 -0.05163 -0.0915 -0.1777 -0.1201 0.368
C 0.55502 1.66037 -2.49028 -0.1723 1.2834 -0.9215 -0.685
H 1.48314 -0.84456 3.30420 -0.3179 -0.0834 -0.0531 0.345
O -2.48703 0.68378 -0.75990 -2.3992 1.3959 -1.5560 -0.425
Tl -0.86913 -0.26536 -0.57351 -1.5094 -2.8972 -0.9425 1.568
H 1.27517 -0.95947 -2.95959 -0.0160 0.1592 0.1829 0.378
H 1.39434 -2.91952 1.07346 -0.4054 -0.1783 -0.2002 0.454
C 0.47807 -2.81932 0.49465 0.0395 -0.8808 0.6520 -0.683
C 0.14949 0.37879 2.25081 2.1260 -1.2890 0.8326 0.022
H 1.48890 2.23329 -2.42580 -0.2404 -0.2110 0.0158 0.299



2.
42
Properties=species:S:1:pos:R:3:forces:R:3:mulliken_charge:R:1 method="wB97M-V/def2-TZVPD" e_homo_ev=-10.829 homo_lumo_gap_ev=7.56 total_charge=+1
C -0.31473 -2.27095 -0.65732 0.0257 -0.0097 -0.0471 -0.012
H -2.24503 1.74577 -4.26060 0.0229 0.0036 -0.0031 0.440
H -4.57779 1.12971 -3.65116 -0.0133 -0.0006 -0.0135 0.407
H 5.19703 0.09119 1.37672 0.0205 0.0026 0.0061 0.433
C -0.81956 -0.75538 2.60418 0.0184 0.2650 0.1696 -0.611
H -1.40567 -5.02750 0.95163 -0.0025 -0.0206 -0.0026 0.433
N 0.02965 3.68700 3.28771 -0.1027 -0.1581 0.3891 -0.386
N -1.77317 1.02826 -1.01914 0.2076 0.0072 -0.2762 0.233
N -0.33866 -1.37104 0.32293 -0.2518 -0.3856 0.1723 0.367
H 2.76942 0.47181 1.74199 0.0203 0.0015 -0.0133 0.367
C -1.15045 -3.07453 1.80035 0.0393 0.1234 -0.0235 -0.979
C -1.51308 1.39642 -2.27560 -0.1626 -0.1054 0.1330 0.162
C -3.01510 0.68450 -0.69735 -0.0751 -0.0074 0.0570 -0.201
C 4.51594 0.08184 0.53885 -0.0381 -0.0081 -0.0258 -0.830
C -0.76535 -1.76144 1.55467 -0.0218 -0.3076 -0.2335 0.898
H -1.14562 -1.00910 3.60776 0.0199 0.0512 0.0244 0.354
H 0.01701 -1.90809 -1.61973 0.0035 0.0034 -0.0086 0.262
C -0.68631 -3.59156 -0.47755 -0.0179 -0.0616 0.0045 -0.934
H -0.64141 -4.27407 -1.31297 -0.0014 -0.0200 -0.0131 0.442
Pd 0.14583 0.65201 0.25653 -0.1809 -1.1747 1.0613 0.329
H 0.34770 4.54585 2.87884 0.0255 -0.0185 -0.0549 0.190
C 2.69386 0.09390 -1.48397 0.2177 -0.0741 -0.1045 0.253
H -0.24921 3.67148 4.25472 -0.0064 0.0350 -0.0194 0.244
S 0.54482 2.70300 0.91661 0.1798 1.0778 0.1076 -0.437
N 2.26964 0.27014 -0.23839 -0.0937 0.2088 -0.4066 0.322
C 4.03627 -0.09796 -1.79108 -0.0442 -0.0052 -0.0332 -0.783
H -1.48054 -3.34951 2.79170 -0.0098 -0.0116 0.0251 0.472
C -3.79156 1.09767 -2.90972 -0.0104 -0.0113 0.0408 -0.232
C 3.16498 0.28771 0.75072 0.0464 -0.0234 0.1200 -0.214
C 4.95903 -0.11964 -0.75894 -0.0555 0.0126 0.0632 -0.244
H 6.00859 -0.27082 -0.97072 0.0139 0.0003 0.0077 0.409
N -0.47508 1.45966 3.14088 -0.1017 -0.0015 0.5317 -1.512
C -0.02319 2.55561 2.58117 0.0998 0.0895 -0.5746 0.751
N -0.46969 0.43277 2.27979 0.0289 0.0921 -0.5886 1.244
C -1.10886 -4.00332 0.77476 0.0269 0.0769 -0.0245 -0.342
C -2.49272 1.44431 -3.25330 0.0438 0.0532 -0.1258 -0.635
Se 0.26484 1.99780 -2.67479 0.1671 0.2541 -0.3083 -0.028
C -4.06040 0.71087 -1.60965 0.0422 0.0052 0.0530 -0.859
H 4.34928 -0.20774 -2.81964 -0.0219 -0.0084 -0.0088 0.417
H -3.17418 0.39040 0.33436 -0.0108 -0.0081 -0.0142 0.399
H -5.05726 0.43658 -1.29722 -0.0191 -0.0045 0.0059 0.424
Se 1.46072 0.02638 -2.96803 -0.0285 0.0625 -0.0485 -0.011



3.
122
Properties=species:S:1:pos:R:3:forces:R:3:mulliken_charge:R:1 method="wB97M-V/def2-TZVPD" e_homo_ev=-8.074 homo_lumo_gap_ev=7.28
H 3.16255 1.09199 1.59914 0.0055 -0.0142 -0.0122 0.232
C -4.93047 -0.97324 -3.17342 0.0312 0.0249 -0.0029 -0.734
C -2.48091 1.53678 4.50207 -0.0424 -0.1305 -0.4511 0.684
C 2.84812 2.28753 -1.27148 -0.0569 -0.1160 0.0124 0.403
C 1.12511 3.40944 2.22385 -0.2697 -0.3348 0.0366 -1.606
C -5.18314 0.15802 -3.94087 -0.0134 -0.0115 0.0145 -0.608
C 3.88259 3.16601 -1.03747 0.0177 0.0853 -0.0366 -0.408
H -1.34285 7.88345 1.66620 -0.0072 -0.0108 -0.0019 0.325
H 1.02143 4.35950 -3.18292 0.0024 0.0241 -0.0063 0.531
C 2.96343 -1.95873 -5.55287 0.0023 0.0028 -0.0091 -0.687
C 3.81634 -1.46409 3.69120 -0.0027 -0.1283 0.0331 -0.954
O -1.88572 -0.72262 -0.48006 0.0882 0.1136 -0.0634 0.506
C 2.72984 -1.07433 -4.52773 0.0640 0.0253 -0.0706 -0.648
C -1.05749 -5.76395 -5.29272 -0.0165 -0.0101 0.0046 -0.633
H -2.00191 0.96441 -4.78132 0.0184 -0.0145 -0.0030 0.411
H -6.20028 0.50023 -4.08017 -0.0096 -0.0074 0.0018 0.390
C -2.91667 1.90406 3.11825 0.0651 0.3133 0.1798 0.145
C -2.57206 -0.71588 -3.57198 -0.0678 0.1124 -0.0135 0.348
O -4.30694 1.28956 0.50725 -0.0737 0.0338 -0.0430 -0.600
C -0.51465 -3.71398 2.47267 -0.0392 -0.0323 0.1046 0.635
C -2.28733 -0.31875 5.96325 -0.0089 0.0042 -0.1098 -0.715
C -2.82436 0.41377 -4.34301 -0.1208 0.0140 -0.0009 -0.314
H 4.18030 -1.69189 4.68542 -0.0071 -0.0086 0.0030 0.434
H 3.08173 -4.39846 -1.47216 0.0131 0.0169 -0.0253 0.511
C 2.84843 -3.80599 -4.02872 0.0227 -0.0239 -0.0434 -0.489
H -4.35805 3.96130 4.88959 -0.0060 0.0337 0.0382 0.425
H -0.18022 -4.89215 -7.04474 0.0002 0.0107 -0.0087 0.504
H -1.30054 -4.52333 0.17193 0.0309 -0.0030 0.0318 0.329
H -4.32652 1.73056 -5.12233 -0.0026 0.0066 -0.0078 0.425
H 2.67570 -0.00884 -4.71086 -0.0024 -0.0021 -0.0070 0.487
O 0.16902 1.09615 -1.40514 0.0566 0.8009 -0.6375 1.732
C -1.57317 7.68078 2.70924 -0.0437 -0.0160 0.0833 -0.778
C -0.51949 -4.72153 -6.03154 0.0194 0.0410 0.0154 -0.606
As -0.49615 1.12873 1.84161 -0.1233 0.2012 0.3144 1.886
C -0.92422 -5.07254 2.43669 0.2268 0.1814 0.0790 -0.522
N 2.17361 -2.77691 -0.60465 -0.1665 -0.1478 0.2564 1.113
O 1.87374 3.01445 1.36040 0.0167 0.0868 -0.0262 0.028
O 0.04749 5.88604 1.68827 0.3134 -0.0860 0.1768 -0.577
O 2.24780 -0.67035 -2.25206 0.0815 -0.0154 -0.3015 -0.235
Y 0.89379 -0.68440 -0.52051 0.2151 -0.4890 0.3467 -0.001
H 3.55062 3.42766 3.35180 0.0164 0.0116 -0.0249 0.161
C 2.51427 -1.52238 -3.20784 0.0976 0.2420 0.3267 -0.787
Te -0.55664 -1.28406 -3.38309 -0.1691 -0.2794 -0.4737 0.325
H 3.10465 -1.59207 -6.56107 0.0003 -0.0068 -0.0075 0.456
H 4.17839 0.63825 3.81559 0.0009 0.0044 -0.0080 0.478
C 2.89069 -2.18160 1.59075 -0.0032 0.1266 -0.1944 0.207
H -3.57678 1.50995 -1.80762 -0.0073 0.0236 0.0093 0.439
H -0.10068 1.24294 4.38151 0.0263 -0.0076 0.0345 0.904
C 2.51104 -3.22385 0.69736 -0.0066 0.2606 -0.1563 -0.583
O 0.05268 1.97162 -3.46162 -0.2998 -0.0385 -0.1232 -0.634
C 0.58668 1.86884 -2.37643 0.1971 0.0749 0.4836 -0.656
H 2.14932 -5.29748 0.45612 0.0004 -0.0119 0.0137 0.524
C 2.58556 -2.91473 -2.97546 -0.0196 -0.3071 0.2248 0.667
C 1.78928 2.71988 -2.05119 -0.0494 0.0030 -0.0783 -0.104
C 1.83457 4.01209 -2.55764 0.0601 0.1229 -0.0427 -0.408
H -0.23732 -0.45272 3.80261 0.0049 -0.0067 -0.0042 -0.258
C 3.34755 -2.51738 2.87037 0.1161 0.0052 0.2022 1.062
H -1.98799 0.15691 -0.87383 -0.0183 -0.1338 -0.0651 -0.749
O -0.03773 -1.80099 1.18898 -0.0315 -0.3741 0.1075 1.871
H -2.09489 2.43427 -2.21376 -0.0202 0.0156 -0.0425 -0.007
C 0.13797 0.54288 3.58796 0.0637 -0.0228 -0.0056 -1.287
H -4.00831 5.57088 4.21572 -0.0017 0.0155 0.0644 0.379
C -2.93536 2.34632 -1.53240 0.0541 0.1104 0.0670 -0.946
O -2.08008 2.30712 5.33695 0.0162 0.0342 0.0827 -0.560
N 0.37648 -2.68544 4.65647 0.0017 0.0630 0.0768 -0.796
H -0.75251 8.02439 3.33662 0.0103 0.0206 -0.0316 0.301
H -3.20405 -0.54422 6.50367 0.0216 -0.0120 0.0426 0.313
H 0.02590 -2.65016 -6.05179 -0.0174 0.0320 0.0053 0.395
C -0.02292 -3.14295 3.67490 -0.1322 -0.1605 -0.3161 -0.193
H -1.07034 -3.04615 -0.68769 0.0256 0.0411 0.0941 -0.482
N 2.79471 -0.87502 1.16311 -0.1076 -0.2020 0.0510 0.654
C -0.81790 -3.22764 -4.16014 0.0059 -0.0736 -0.1428 0.673
C -3.16512 1.61530 0.70069 0.3338 -0.1466 0.3691 -0.961
H 3.16291 4.94130 2.50543 0.0015 0.0065 -0.0030 0.294
C 3.01220 -3.33495 -5.30339 -0.0181 0.0657 0.0463 -0.474
C -3.60612 4.57780 4.39748 -0.0909 0.0524 0.1109 -1.238
As -3.28497 3.77377 2.65816 0.1602 -0.1153 -0.2041 0.222
H 1.22089 0.47298 3.48786 -0.0183 0.0019 0.0487 0.066
C 3.81168 -0.18681 3.22086 -0.0225 0.0884 -0.0664 -1.265
C -0.87211 5.47305 2.34249 -0.4558 -0.2017 -0.1519 -0.145
C -1.48363 -5.54131 -3.99101 0.0230 0.0427 0.0039 -0.789
H -1.68392 0.39367 6.51872 -0.0157 -0.0102 0.0049 0.337
N -1.21656 -6.18138 2.30290 -0.1005 -0.0216 -0.0091 -0.661
H 3.08241 4.87291 4.29342 0.0173 -0.0046 -0.0046 0.281
C -0.40338 -3.45582 -5.47033 0.0170 -0.1035 0.0379 -0.532
H -2.71359 4.61730 5.01020 -0.0162 0.0174 -0.0020 0.366
O 1.54029 3.96642 3.36237 -0.1015 0.2583 -0.1983 -0.310
H 2.89749 1.28093 -0.87500 0.0174 0.0470 -0.0112 0.498
C -2.44739 1.32394 2.00073 -0.1091 0.0415 -0.1581 0.218
C 2.49707 -4.51788 1.12291 0.0179 -0.1805 0.1280 -0.232
H -2.50175 8.16134 3.00202 0.0191 0.0113 0.0186 0.248
Br 3.30089 -4.53456 -6.73899 0.0069 -0.0150 -0.0114 -0.160
Br 5.36317 2.65641 0.02556 -0.0226 -0.0245 0.0074 -0.146
H 2.91189 -4.86796 -3.82448 -0.0035 -0.0028 -0.0020 0.511
C 2.89887 -4.84505 2.44025 -0.0501 0.0411 -0.1351 -1.111
H -3.43734 -2.28535 -2.37935 0.0134 -0.0077 -0.0006 0.384
C 3.83360 4.44572 -1.56620 0.0035 0.0682 -0.0110 -0.216
H 3.64214 -4.11157 4.29799 0.0084 0.0082 0.0102 0.382
O -2.65478 0.22519 4.67854 0.0474 -0.0160 0.1483 -0.235
N -0.86384 -3.61635 0.12062 -0.1239 -0.0366 -0.2019 0.042
H -1.90886 -6.35034 -3.41108 -0.0062 -0.0030 0.0055 0.455
H -1.72403 -1.22569 5.76211 -0.0005 -0.0437 0.0286 0.209
H -5.74903 -1.51208 -2.71459 -0.0094 -0.0055 0.0036 0.423
O -1.78331 6.27547 2.91509 0.0765 0.0841 -0.0016 -0.279
O -2.35095 2.12764 -0.22906 -0.0777 0.0944 -0.0378 0.053
H 2.85098 -5.87474 2.76631 0.0002 -0.0137 -0.0085 0.412
H -1.69993 -4.12739 -2.41265 -0.0089 0.0347 0.0554 -0.051
C -4.13288 0.84929 -4.52443 0.0517 -0.0259 0.0097 -0.590
C 2.93023 4.32317 3.37008 0.0156 -0.0301 0.0913 -0.625
H -1.14804 -6.74925 -5.73089 0.0047 -0.0067 -0.0007 0.413
C -1.27854 4.02609 2.46694 0.0949 0.0033 -0.1602 1.613
C -0.47311 -2.99554 1.26311 -0.0122 -0.0753 0.3599 0.087
H 4.63909 5.14458 -1.37439 0.0013 0.0196 -0.0115 0.407
H -3.51961 3.26486 -1.50526 -0.0412 -0.0289 -0.0385 0.424
C -0.34479 3.09855 2.23453 0.1295 0.0272 0.1240 0.636
C 3.25689 0.06877 1.94971 0.0069 0.0254 0.0594 0.148
C -1.35906 -4.27857 -3.42670 0.0115 -0.0729 -0.0562 -0.009
H -2.66719 -0.86724 0.06831 0.0878 0.0016 0.0503 0.130
C 3.33137 -3.87235 3.28980 -0.0023 0.0904 -0.0329 -0.657
N 2.82345 4.87165 -2.31802 -0.0244 -0.1737 0.0399 -0.641
C 2.58811 -3.43360 -1.62150 0.1512 0.1014 -0.2293 -0.550
C -3.62648 -1.40828 -2.98509 -0.0328 0.0319 -0.0335 -0.107



no.,energy (Eh)
1,-786.96058
2,-6314.10173
3,-13241.31384